Formula: C2H2N3P
Source: OMol25
Level of theory: ωB97M-V/def2-TZVPD

The energy relative to the best compared isomer or geometry (same formula, charge and spin) comes out at 265.1 kJ/mol. The calculation puts the gap between HOMO and LUMO at 8.71 eV. The spin multiplicity is 1. For the total energy, the calculation gives -15861.955 eV. The value obtained for the HOMO energy is -10.4054 eV. The calculation puts the lowest unoccupied orbital energy at -1.69 eV.

Bonds (Å) are listed after each position.
Cartesian coordinates (Å):
1 C -1.3221 0.7621 1.9608  N3 1.175
2 C -0.7060 0.7823 -1.2024  N4 1.155, P6 1.803
3 N -0.8857 -0.2591 1.5763  C1 1.175, H8 0.935
4 N -1.4639 1.2706 -1.9251  C2 1.155
5 N 1.3470 -0.9688 -0.4761  P6 1.582, H7 1.059
6 P 0.9620 0.5638 -0.5538  C2 1.803, N5 1.582
7 H 2.3553 -1.2720 -0.5929  N5 1.059
8 H -0.2866 -0.8790 1.2134  N3 0.935

Atom charges from the Mulliken analysis, given in e for atoms 1 to 4: atom 1 (C): -0.073, atom 2 (C): 0.293, atom 3 (N): -0.210, atom 4 (N): -0.300